# C10H14BrN2O7P

A cluster of 2 separate species, C10H14BrN2O7P in total (wB97M-V/def2-TZVPD, OMol25).

Positions of all 35 atoms, in Å:
C: 0.536 1.117 0.910
C: 0.042 1.894 2.136
C: -0.718 3.154 1.777
Br: -0.795 4.341 3.340
N: -2.111 2.886 1.428
C: -2.253 2.229 0.179
O: -1.864 2.617 -0.872
O: -2.877 0.999 0.240
P: -3.961 0.672 1.379
O: -3.470 0.309 2.703
O: -4.936 1.927 1.346
O: -4.770 -0.487 0.672
H: 1.278 0.385 1.227
H: 0.988 1.776 0.176
H: -0.277 0.559 0.447
H: 0.910 2.203 2.719
H: -0.575 1.268 2.781
H: -0.194 3.740 1.023
H: -2.646 3.748 1.384
H: -4.844 2.398 2.186
H: -4.930 -1.133 1.375
O: 3.861 0.203 -1.642
N: 2.767 -0.322 -1.683
O: 1.713 0.263 -1.534
C: 2.710 -1.775 -1.918
C: 3.893 -2.477 -2.053
C: 3.833 -3.846 -2.257
C: 2.602 -4.487 -2.324
C: 1.426 -3.760 -2.192
C: 1.475 -2.391 -1.986
H: 4.842 -1.966 -1.999
H: 4.747 -4.413 -2.361
H: 2.560 -5.557 -2.479
H: 0.469 -4.260 -2.248
H: 0.568 -1.814 -1.881

Highest occupied orbital energy, eV: -10.27
HOMO-LUMO gap, hartree: 0.359
E_LUMO, Ha: -0.018

# C10H14Cl4P

The ion C10H14Cl4P with charge +1 (wB97M-V/def2-TZVPD, OMol25).

Positions of all 29 atoms, in Å:
C: -1.084 -3.818 -0.789
C: -1.379 -2.672 -0.460
C: -1.573 -1.144 -0.106
P: 0.010 -0.235 -0.559
C: 0.923 -1.359 -1.781
C: -0.321 1.344 -1.541
Cl: 0.442 1.516 -3.192
C: -1.123 2.373 -1.090
C: -1.456 3.699 -1.880
Cl: -1.907 2.244 0.549
C: 1.193 0.047 0.881
Cl: 1.623 1.826 1.104
C: 0.742 -0.605 2.257
C: 1.934 -0.585 3.340
Cl: -0.653 0.282 3.065
H: -0.887 -4.691 -1.472
H: -2.471 -0.817 -0.729
H: -1.876 -1.059 0.977
H: 0.176 -1.641 -2.585
H: 1.366 -2.268 -1.263
H: 1.725 -0.731 -2.267
H: -2.561 3.717 -2.123
H: -1.285 4.557 -1.148
H: -0.808 3.867 -2.783
H: 2.186 -0.446 0.606
H: 0.500 -1.699 2.079
H: 1.478 -0.796 4.364
H: 2.367 0.467 3.411
H: 2.720 -1.370 3.133

Net charge: +1
Highest occupied orbital energy, eV: -13.37
HOMO-LUMO gap, hartree: 0.365
E_LUMO, Ha: -0.127

# C10H14ClN7O2S2V

A structure of composition C10H14ClN7O2S2V (wB97M-V/def2-TZVPD, OMol25).

Positions of all 37 atoms, in Å:
V: 0.137 0.135 0.564
N: -1.958 2.937 3.174
C: -1.052 2.267 2.425
S: -0.674 0.638 2.862
N: -0.460 2.964 1.472
N: 0.418 2.200 0.797
C: 1.479 2.722 0.284
C: 2.498 1.783 -0.153
C: 3.732 2.194 -0.650
C: 4.696 1.236 -0.914
C: 4.413 -0.102 -0.671
C: 3.165 -0.438 -0.175
N: 2.228 0.477 0.078
H: -2.538 2.411 3.802
H: -2.269 3.836 2.849
H: 1.675 3.789 0.316
H: 3.925 3.246 -0.809
H: 5.664 1.530 -1.297
H: 5.147 -0.875 -0.850
H: 2.887 -1.463 0.041
N: 0.040 -0.024 -1.716
N: -1.206 -0.018 -2.367
C: -2.351 -0.010 -1.635
N: -3.471 -0.190 -2.363
S: -2.419 0.210 0.014
H: 0.676 0.578 -2.225
H: 0.386 -0.987 -1.645
H: -1.234 -0.502 -3.254
H: -3.473 -0.122 -3.366
H: -4.349 -0.138 -1.878
Cl: 1.536 -2.361 2.710
C: 0.105 -3.229 2.098
C: -0.066 -3.084 0.583
O: -0.521 -4.041 -0.022
O: 0.212 -1.936 0.083
H: -0.766 -2.811 2.602
H: 0.207 -4.278 2.351

Spin multiplicity: 4
Highest occupied orbital energy (spin up / spin down), eV: -6.89 / -7.83
HOMO-LUMO gap (spin up / spin down), hartree: 0.245 / 0.267
E_LUMO (spin up / spin down), Ha: -0.009 / -0.021

# C10H14F3I2NOPtSSi

A structure of composition C10H14F3I2NOPtSSi (wB97M-V/def2-TZVPD, OMol25).

Positions of all 34 atoms, in Å:
Pt: 0.430 -0.941 -1.139
I: -0.996 -3.097 -1.694
C: 0.462 -4.128 -2.747
I: 2.190 -1.485 -3.001
H: 0.164 -4.497 -3.717
H: 1.166 -4.664 -2.128
F: 4.666 1.940 2.668
C: 3.932 0.891 2.264
F: 3.187 0.504 3.305
F: 4.783 -0.105 1.990
C: 3.085 1.248 1.072
C: 3.094 2.527 0.560
C: 2.304 2.855 -0.541
C: 1.527 1.872 -1.098
N: 1.530 0.632 -0.595
C: 2.264 0.280 0.470
S: 2.032 -1.370 0.895
H: 3.722 3.276 1.022
H: 2.297 3.853 -0.955
H: 0.895 2.045 -1.956
C: -3.332 0.317 -1.298
Si: -2.509 -0.151 0.318
C: -2.910 1.126 1.611
C: -3.275 -1.774 0.868
O: -0.892 -0.220 0.165
H: -4.415 0.422 -1.186
H: -3.148 -0.447 -2.062
H: -2.936 1.265 -1.677
H: -3.996 1.211 1.729
H: -2.519 2.108 1.329
H: -2.479 0.849 2.577
H: -4.352 -1.658 1.023
H: -2.826 -2.120 1.804
H: -3.142 -2.565 0.123

Spin multiplicity: 3
Highest occupied orbital energy (spin up / spin down), eV: -8.35 / -8.63
HOMO-LUMO gap (spin up / spin down), hartree: 0.287 / 0.247
E_LUMO (spin up / spin down), Ha: -0.019 / -0.071

# C10H14F6O8S

A cluster of 3 separate species, C10H14F6O8S in total (wB97M-V/def2-TZVPD, OMol25).

Positions of all 39 atoms, in Å:
C: -3.370 3.104 2.954
C: -3.548 2.085 1.848
O: -2.762 2.432 0.686
C: -1.475 2.256 0.677
O: -0.828 1.937 1.650
C: -0.777 2.450 -0.670
F: 0.466 2.077 -0.688
F: -1.449 1.777 -1.625
F: -0.865 3.752 -0.997
H: -3.913 3.998 2.653
H: -2.340 3.206 3.270
H: -3.961 2.709 3.790
H: -4.610 2.060 1.615
H: -3.205 1.083 2.112
C: -0.599 -1.279 -0.498
C: -0.712 -1.744 -1.952
O: 0.565 -1.589 -2.544
C: 0.738 -2.095 -3.762
O: -0.113 -2.556 -4.461
C: 2.179 -2.007 -4.284
F: 2.502 -3.118 -4.911
F: 2.238 -1.000 -5.155
F: 3.075 -1.791 -3.335
H: -1.493 -1.500 0.083
H: -0.477 -0.198 -0.432
H: 0.291 -1.692 -0.028
H: -1.394 -1.043 -2.435
H: -1.129 -2.748 -1.921
O: 1.387 -3.344 1.394
S: 2.499 -2.515 1.771
O: 3.732 -3.119 2.198
O: 2.914 -1.466 0.574
C: 2.887 -0.127 0.992
C: 1.975 -0.068 2.222
O: 2.151 -1.359 2.844
H: 3.861 0.274 1.283
H: 2.484 0.492 0.193
H: 0.941 0.013 1.876
H: 2.134 0.654 3.014

Highest occupied orbital energy, eV: -11.19
HOMO-LUMO gap, hartree: 0.426
E_LUMO, Ha: 0.015